The following is a DFT calculation (ωB97M-V/def2-TZVPD) of C20H24N4O2Pt as an isolated structure.

2S+1 = 3
Frontier orbital gap (alpha / beta) = 7.733 / 6.141 eV
HOMO (alpha / beta) = -0.26012 / -0.25784 hartree
Maximum force = 0.41 eV Å⁻¹

Positions of all 51 atoms, in Å:
Pt1 -0.53 0.44 -0.08
C1 2.60 0.06 -0.35
N1 1.60 1.14 -0.35
C2 1.81 2.03 0.81
C3 1.61 1.87 -1.62
C4 2.64 2.74 -1.91
C5 2.69 3.38 -3.14
C6 1.68 3.13 -4.05
C7 0.64 2.26 -3.77
C8 0.58 1.58 -2.54
N2 -0.37 0.68 -2.12
C9 -1.10 -0.21 -2.89
C10 -1.53 -0.05 -4.21
C11 -2.25 -1.04 -4.86
C12 -2.58 -2.23 -4.22
C13 -2.17 -2.41 -2.91
C14 -1.45 -1.43 -2.26
N3 -0.95 -1.66 -0.90
C15 -1.97 -2.24 0.00
C16 0.25 -2.51 -0.91
H1 3.61 0.47 -0.33
H2 2.45 -0.58 0.53
H3 2.48 -0.53 -1.25
H4 2.81 2.48 0.79
H5 1.06 2.81 0.80
H6 1.70 1.44 1.72
H7 3.42 2.91 -1.18
H8 3.49 4.07 -3.37
H9 1.69 3.64 -5.01
H10 -0.13 2.13 -4.50
H11 -1.34 0.87 -4.73
H12 -2.58 -0.87 -5.87
H13 -3.15 -2.99 -4.73
H14 -2.40 -3.33 -2.39
H15 -2.23 -3.25 -0.31
H16 -1.56 -2.27 1.00
H17 -2.86 -1.61 -0.03
H18 -0.01 -3.52 -1.22
H19 0.97 -2.10 -1.61
H20 0.68 -2.53 0.10
O1 -1.27 2.56 2.17
C17 -1.11 1.47 2.66
C18 -1.24 1.14 4.14
C19 -0.82 -0.32 4.24
C20 -0.52 -0.72 2.80
O2 -0.12 -1.82 2.46
N4 -0.75 0.33 1.96
H21 -2.26 1.34 4.46
H22 -0.59 1.81 4.71
H23 -1.60 -0.99 4.63
H24 0.07 -0.48 4.84

***

The following is a DFT calculation (ωB97M-V/def2-TZVPD) of C20H24N4O3V as an isolated structure.

2S+1 = 1
Total charge = +3
Frontier orbital gap (alpha / beta) = 5.701 / 5.704 eV
HOMO (alpha / beta) = -0.66165 / -0.66168 hartree
Maximum force = 6.06 eV Å⁻¹

Positions of all 52 atoms, in Å:
V1 -0.81 -1.07 1.29
N1 -0.90 -1.37 3.33
N2 -1.40 -2.64 2.99
C1 -2.27 -2.68 1.88
O1 -2.71 -3.67 1.42
O2 -2.41 -1.44 1.39
H1 -0.11 -1.46 3.99
H2 -1.60 -0.77 3.81
H3 -1.47 -3.38 3.69
N3 -0.70 0.54 1.06
C2 -0.57 1.80 0.77
C3 0.70 2.45 1.02
C4 1.86 1.65 1.19
C5 3.10 2.23 1.27
C6 3.23 3.62 1.22
C7 2.10 4.43 1.11
C8 0.85 3.86 1.05
C9 -1.68 2.51 0.17
C10 -3.00 2.10 0.46
C11 -4.06 2.89 0.06
C12 -3.84 4.05 -0.68
C13 -2.54 4.41 -1.05
C14 -1.47 3.64 -0.65
H4 1.74 0.56 1.20
H5 3.98 1.62 1.37
H6 4.21 4.07 1.31
H7 2.21 5.50 1.11
H8 -0.03 4.49 1.09
H9 -3.17 1.22 1.08
H10 -5.07 2.62 0.34
H11 -4.68 4.64 -1.01
H12 -2.38 5.27 -1.68
H13 -0.48 3.86 -1.03
O3 0.22 -1.63 0.10
C15 0.75 -1.63 -1.07
C16 -0.11 -1.67 -2.28
C17 -0.01 -3.19 -2.65
C18 1.39 -3.81 -2.78
C19 2.12 -4.18 -1.46
C20 2.69 -2.98 -0.66
N4 2.05 -1.79 -1.23
H14 0.28 -1.07 -3.10
H15 -1.15 -1.39 -2.06
H16 -0.49 -3.27 -3.63
H17 -0.61 -3.78 -1.95
H18 2.02 -3.21 -3.43
H19 1.25 -4.76 -3.31
H20 2.94 -4.85 -1.71
H21 1.42 -4.74 -0.84
H22 3.77 -2.88 -0.76
H23 2.44 -3.06 0.40
H24 2.39 -1.60 -2.17

***

The following is a DFT calculation (ωB97M-V/def2-TZVPD) of C20H24N4O4SV as an isolated structure.

2S+1 = 1
Total charge = +3
Frontier orbital gap = 5.481 eV
HOMO = -0.65349 hartree
Maximum force = 1.58 eV Å⁻¹

Positions of all 54 atoms, in Å:
V1 -0.15 -0.92 0.51
C1 -1.61 -2.53 2.42
N1 -0.23 -2.53 1.78
C2 -0.09 -3.83 1.04
C3 0.82 -2.36 2.84
C4 0.78 -0.91 3.19
C5 1.15 -0.37 4.41
C6 1.03 1.00 4.61
C7 0.55 1.85 3.61
C8 0.18 1.35 2.38
C9 0.31 -0.03 2.20
H1 -1.70 -3.42 3.04
H2 -2.37 -2.56 1.65
H3 -1.73 -1.64 3.04
H4 -0.13 -4.64 1.76
H5 0.87 -3.86 0.52
H6 -0.91 -3.95 0.34
H7 1.78 -2.65 2.42
H8 0.60 -3.03 3.68
H9 1.51 -1.01 5.20
H10 1.30 1.42 5.57
H11 0.47 2.92 3.79
H12 -0.16 2.01 1.60
S1 1.86 -1.25 -0.26
C10 2.75 -0.81 -1.75
N2 3.72 0.07 -1.62
C11 4.65 0.40 -2.74
C12 4.69 -0.76 -3.71
C13 3.29 -1.16 -4.12
N3 2.48 -1.41 -2.88
H13 3.85 0.51 -0.72
H14 5.62 0.59 -2.29
H15 4.30 1.32 -3.21
H16 5.20 -1.61 -3.25
H17 5.26 -0.48 -4.59
H18 3.28 -2.08 -4.69
H19 2.79 -0.39 -4.69
H20 1.73 -2.08 -2.91
O1 -0.33 0.87 -0.45
C14 -1.59 0.71 -0.41
O2 -1.84 -0.53 0.16
C15 -2.62 1.56 -0.81
C16 -2.27 2.78 -1.43
C17 -3.27 3.65 -1.78
C18 -4.58 3.29 -1.49
C19 -4.96 2.10 -0.89
C20 -3.97 1.21 -0.55
N4 -5.65 4.25 -1.84
O3 -5.36 5.14 -2.60
O4 -6.74 4.04 -1.37
H21 -1.24 3.03 -1.63
H22 -3.08 4.60 -2.27
H23 -6.01 1.89 -0.71
H24 -4.22 0.27 -0.09